No. 1
Formula: C22H20Cl5IrN3O
Source: the Open Molecules 2025 dataset
Level of theory: ωB97M-V/def2-TZVPD

XYZ file:
```
52
C22H20Cl5IrN3O (ωB97M-V/def2-TZVPD)
Ir -0.12 -0.54 -0.03
C 0.37 -1.68 -2.76
N 0.17 -0.34 -2.13
C -1.01 0.30 -2.77
C 1.38 0.48 -2.28
C 1.79 1.01 -3.49
C 2.95 1.78 -3.52
C 3.67 2.02 -2.36
C 3.28 1.47 -1.15
C 2.14 0.66 -1.12
N 1.59 0.03 0.02
C 2.31 -0.15 1.24
C 3.68 -0.34 1.34
C 4.23 -0.58 2.59
C 3.43 -0.65 3.72
C 2.05 -0.53 3.61
C 1.50 -0.31 2.37
N 0.06 -0.17 2.12
C -0.35 1.23 2.39
C -0.77 -1.09 2.93
H 0.56 -1.57 -3.83
H -0.53 -2.28 -2.62
H 1.22 -2.17 -2.30
H -0.86 0.40 -3.85
H -1.17 1.29 -2.34
H -1.89 -0.32 -2.60
H 1.22 0.85 -4.39
H 3.27 2.21 -4.46
H 4.55 2.64 -2.39
H 3.82 1.69 -0.24
H 4.31 -0.34 0.46
H 5.30 -0.74 2.67
H 3.88 -0.81 4.69
H 1.43 -0.61 4.49
H -0.20 1.45 3.45
H -1.40 1.37 2.15
H 0.25 1.91 1.80
H -0.74 -0.81 3.99
H -0.41 -2.11 2.82
H -1.81 -1.02 2.60
Cl -7.28 -1.38 -0.16
C -5.72 -0.78 -0.11
C -4.62 -1.71 -0.13
Cl -4.89 -3.38 -0.19
C -3.35 -1.20 -0.09
Cl -1.95 -2.21 -0.10
C -3.08 0.20 -0.02
O -1.89 0.64 0.02
C -4.20 1.10 -0.01
Cl -3.86 2.76 0.06
C -5.49 0.62 -0.05
Cl -6.81 1.68 -0.04
```

Values from the calculation:
Multiplicity: 2
Orbital gap (alpha / beta), eV: 6.9197 / 5.0022
Charge: +2
HOMO (alpha / beta), eV: -14.226 / -14.169

No. 2
Formula: C22H44ClF9OP2Ru
Source: the Open Molecules 2025 dataset
Level of theory: ωB97M-V/def2-TZVPD

XYZ file:
```
80
C22H44ClF9OP2Ru (ωB97M-V/def2-TZVPD)
Ru -0.05 0.83 -0.08
P 0.64 1.38 2.02
C 1.04 3.22 2.10
C -0.45 1.10 3.51
C 2.31 0.60 2.35
C 0.14 4.10 1.25
H 2.04 3.26 1.65
C 1.12 3.80 3.52
H 0.12 4.02 3.91
H 1.67 4.74 3.48
H 1.62 3.15 4.23
H 0.44 4.07 0.20
H 0.21 5.13 1.59
H -0.91 3.80 1.31
H 2.88 1.03 1.51
C 2.34 -0.90 2.18
C 3.00 1.00 3.65
H 3.40 2.01 3.62
H 3.85 0.33 3.83
H 2.33 0.91 4.51
H 1.47 -1.28 1.63
H 2.37 -1.43 3.14
H 3.22 -1.21 1.62
C -1.82 1.73 3.28
H 0.05 1.66 4.32
C -0.56 -0.34 3.95
H -1.79 2.82 3.28
H -2.50 1.41 4.08
H -2.24 1.40 2.33
H -0.73 -1.01 3.11
H -1.40 -0.45 4.64
H 0.33 -0.68 4.48
Cl -1.84 -0.66 0.72
H -0.79 2.10 -0.31
H 1.22 -0.35 -0.21
P -0.50 0.16 -2.43
C 1.06 -0.26 -3.39
C -1.67 -1.22 -2.86
C -1.08 1.74 -3.23
C 2.12 -1.01 -2.61
H 1.47 0.74 -3.61
C 0.80 -0.97 -4.72
H 0.64 -2.04 -4.57
H 1.70 -0.87 -5.35
H -0.03 -0.57 -5.29
H 2.64 -0.36 -1.91
H 2.86 -1.42 -3.30
H 1.70 -1.85 -2.05
H -0.19 2.36 -3.07
C -2.25 2.41 -2.51
C -1.35 1.66 -4.73
H -0.43 1.58 -5.31
H -1.85 2.58 -5.05
H -2.01 0.83 -4.99
H -2.46 1.96 -1.54
H -3.16 2.38 -3.11
H -2.00 3.46 -2.35
C -1.23 -2.52 -2.25
H -1.59 -1.32 -3.95
C -3.13 -0.92 -2.55
H -0.43 -3.02 -2.81
H -2.06 -3.22 -2.18
H -0.85 -2.38 -1.24
H -3.28 -0.64 -1.51
H -3.73 -1.83 -2.73
H -3.54 -0.14 -3.19
F 1.33 -3.76 -1.28
C 1.46 -3.23 -0.03
F 1.88 -4.28 0.72
F 2.55 -2.39 -0.09
C 0.12 -2.59 0.53
O -0.23 -1.07 -0.66
C -1.09 -3.86 0.23
F -1.26 -4.92 1.09
F -2.35 -3.31 0.17
F -0.83 -4.58 -0.91
C -0.08 -2.97 2.13
F 0.33 -4.28 2.37
F 0.66 -2.48 3.18
F -1.40 -2.90 2.54
```

Values from the calculation:
Multiplicity: 5
Orbital gap (alpha / beta), eV: 7.2521 / 6.6508
Charge: 0
HOMO (alpha / beta), eV: -7.559 / -8.570

No. 3
Formula: C3H3BrCl2
Source: the Open Molecules 2025 dataset
Level of theory: ωB97M-V/def2-TZVPD

XYZ file:
```
9
C3H3BrCl2 (ωB97M-V/def2-TZVPD)
C 0.16 0.62 -0.09
C -0.06 -0.62 0.74
C 1.67 0.62 0.00
Cl 0.17 -0.39 2.44
Cl 2.41 1.22 1.36
Br 2.59 -0.79 -0.93
H -0.13 0.51 -1.23
H -0.36 1.50 0.17
H 0.40 -1.62 0.46
```

Values from the calculation:
Multiplicity: 1
Orbital gap (alpha / beta), eV: 8.0317 / 8.1369
Charge: 0
HOMO (alpha / beta), eV: -8.195 / -8.390

No. 4
Formula: C26H20Cl2I2N5O2S2V
Source: the Open Molecules 2025 dataset
Level of theory: ωB97M-V/def2-TZVPD

XYZ file:
```
60
C26H20Cl2I2N5O2S2V (ωB97M-V/def2-TZVPD)
V -1.60 -1.59 -1.08
S -3.20 -0.26 -0.32
C -2.92 1.27 -1.11
C -3.72 2.36 -0.80
C -3.51 3.61 -1.37
C -4.37 4.69 -1.02
N -5.10 5.53 -0.74
C -2.44 3.77 -2.28
C -1.64 2.69 -2.60
C -1.86 1.43 -2.03
S -0.85 0.10 -2.47
C -2.17 5.05 -2.86
N -1.93 6.07 -3.34
H -4.53 2.24 -0.09
H -0.83 2.80 -3.30
I 0.65 -3.83 -1.99
C -0.63 -4.36 -3.57
I -3.09 -2.75 -3.04
H -0.92 -5.41 -3.53
H -0.26 -4.01 -4.52
C -1.73 -3.95 3.53
N -1.50 -4.39 2.15
C -1.19 -5.79 1.93
C -1.88 -3.65 1.14
N -2.18 -3.08 0.17
H -0.83 -4.15 4.12
H -2.57 -4.49 3.97
H -1.93 -2.89 3.53
H -0.41 -6.10 2.63
H -0.82 -5.93 0.91
H -2.07 -6.42 2.08
Cl 4.38 0.27 -2.04
C 3.23 1.56 -1.96
C 3.31 2.60 -2.87
C 2.40 3.64 -2.80
C 1.39 3.62 -1.85
C 1.31 2.57 -0.96
Cl 0.02 2.50 0.19
C 2.25 1.53 -0.97
N 2.22 0.48 -0.04
C 2.47 0.69 1.32
C 3.08 1.85 1.79
C 3.30 2.04 3.14
C 2.92 1.06 4.05
C 2.34 -0.10 3.59
C 2.12 -0.32 2.23
C 1.50 -1.58 1.73
C 0.08 -1.29 1.23
O -0.82 -1.05 2.02
O -0.03 -1.33 -0.06
H 4.09 2.59 -3.62
H 2.47 4.46 -3.50
H 0.65 4.41 -1.81
H 1.61 -0.30 -0.28
H 3.38 2.62 1.08
H 3.77 2.95 3.48
H 3.06 1.21 5.12
H 2.03 -0.87 4.29
H 1.44 -2.32 2.53
H 2.07 -2.01 0.90
```

Values from the calculation:
Multiplicity: 2
Orbital gap (alpha / beta), eV: 6.5120 / 6.6165
Charge: -1
HOMO (alpha / beta), eV: -4.614 / -4.784